Density functional theory data (ωB97M-V with the def2-TZVPD basis set) for C3H5IN2 in the gas phase.

Values from the calculation:
relative energy (zero: lowest compared OMol25 entry of this formula, charge and spin) = 207.2 kJ/mol
E_LUMO (spin up / spin down) = 0.4 / 0.4 eV
E_tot = -524.3929 hartree
HOMO energy (spin up / spin down) = -8.3924 / -8.3931 eV
HOMO-LUMO gap (spin up / spin down) = 8.766 / 8.766 eV
structure (SMILES) = C=N/N=C(/C)I

Each line ends with the natural charge from an NBO analysis.
Element x y z (Å)
1 C -1.7916 -0.1723 -1.8556  -0.110
2 N -1.5185 -0.5942 -0.6926  -0.202
3 N -0.3787 -0.6232 -0.0308  -0.235
4 C 0.3440 0.3238 0.8255  -0.024
5 C 1.5920 -0.2236 1.3254  -0.698
6 I -0.2230 2.2443 1.0764  0.196
7 H -2.7649 -0.2694 -2.3097  0.183
8 H -1.0837 0.2397 -2.5323  0.155
9 H 1.5675 -1.3429 1.0849  0.268
10 H 2.4115 0.2811 0.7275  0.232
11 H 1.8453 0.1366 2.3813  0.234

Density functional theory data (ωB97M-V with the def2-TZVPD basis set) for 10 unconnected molecules or ions with the total composition C24H68O10.

Values from the calculation:
relative energy (zero: lowest compared OMol25 entry of this formula, charge and spin) = 672.6 kJ/mol
E_LUMO = 0.3 eV
E_tot = -1707.3656 hartree
HOMO energy = -9.5538 eV
HOMO-LUMO gap = 9.840 eV
structure (SMILES) = CC(C)O.CC(C)O.CCOCC.CCO.CCO.CCO.CCO.CCO.CCO.CCO

Each line ends with the Löwdin charge.
Element x y z (Å)
1 C 0.2628 7.6053 2.0015  -0.062
2 C 0.6286 6.7869 0.7691  -0.496
3 C 1.9769 7.1437 0.3681  -0.083
4 O 0.5040 5.3971 1.1856  -0.060
5 H 1.0278 7.7022 2.7719  0.083
6 H -0.6466 7.2532 2.4885  0.074
7 H -0.0668 8.6097 1.7357  0.079
8 H -0.0995 6.9138 -0.0321  0.137
9 H 2.5888 7.0480 1.2650  0.085
10 H 2.1505 8.1439 -0.0289  0.094
11 H 2.4379 6.3844 -0.2635  0.081
12 H 0.5913 4.8450 0.4052  0.076
13 C 7.1469 -2.2357 -2.7032  -0.037
14 C 5.8093 -2.9446 -2.3594  -0.490
15 C 5.7835 -4.4167 -2.6832  -0.071
16 O 5.6715 -2.9976 -0.9797  -0.075
17 H 7.7231 -2.1113 -1.7864  0.070
18 H 6.9450 -1.2784 -3.1838  0.073
19 H 7.9110 -2.8349 -3.1983  0.070
20 H 4.9520 -2.5047 -2.8689  0.138
21 H 6.2555 -4.9689 -1.8705  0.077
22 H 6.3788 -4.6877 -3.5551  0.077
23 H 4.7549 -4.7772 -2.6820  0.084
24 H 6.4083 -3.4845 -0.6034  0.085
25 C -5.2430 -7.2851 1.0703  -0.072
26 C -5.5335 -5.8148 1.2184  -0.303
27 O -4.3732 -5.0136 1.2198  -0.180
28 C -4.5331 -3.6210 1.0028  -0.283
29 C -5.4198 -2.9835 2.0119  -0.083
30 H -6.2107 -7.6837 0.7657  0.076
31 H -4.4137 -7.6042 0.4391  0.078
32 H -4.9942 -7.7338 2.0319  0.073
33 H -6.2382 -5.4128 0.4905  0.116
34 H -6.0063 -5.7346 2.1973  0.113
35 H -3.5005 -3.2766 0.9467  0.117
36 H -4.9381 -3.5652 -0.0076  0.115
37 H -6.4532 -3.2800 1.8318  0.075
38 H -5.5159 -1.9165 1.8111  0.074
39 H -5.0635 -3.1092 3.0343  0.090
40 C -7.6121 -0.5427 -3.9099  -0.094
41 C -6.1942 0.0397 -3.7684  -0.331
42 O -5.5448 -0.2800 -4.9578  -0.079
43 H -8.0237 -0.2878 -4.8865  0.068
44 H -8.2407 -0.1755 -3.0987  0.067
45 H -7.6828 -1.6282 -3.9788  0.069
46 H -5.6481 -0.4012 -2.9345  0.107
47 H -6.2743 1.1138 -3.6009  0.107
48 H -5.6764 0.4572 -5.5584  0.086
49 C 4.3879 2.0589 1.5715  -0.067
50 C 5.8277 2.1935 0.9947  -0.309
51 O 5.7818 1.8015 -0.3705  -0.106
52 H 3.7020 2.5942 0.9148  0.067
53 H 4.3980 2.5759 2.5310  0.066
54 H 4.1013 1.0111 1.6615  0.070
55 H 6.5710 1.4985 1.3854  0.106
56 H 6.2584 3.1948 0.9970  0.108
57 H 5.8382 0.8598 -0.1926  0.067
58 C -4.0839 3.8244 0.8040  -0.091
59 C -3.4830 2.8852 1.8754  -0.248
60 O -2.6682 3.6537 2.8867  -0.108
61 H -4.6737 3.2967 0.0545  0.066
62 H -3.3112 4.3423 0.2358  0.063
63 H -4.6769 4.6239 1.2480  0.071
64 H -2.8620 2.1103 1.4261  0.093
65 H -4.2316 2.3021 2.4118  0.100
66 H -2.0525 4.1593 2.3510  0.046
67 C 0.7522 -0.9572 6.3777  -0.067
68 C -0.1497 -0.0475 5.4821  -0.336
69 O -0.8392 1.0173 6.0985  -0.079
70 H 1.4493 -0.2447 6.8186  0.065
71 H 1.3697 -1.5730 5.7237  0.067
72 H 0.1839 -1.4139 7.1879  0.070
73 H -0.9559 -0.5367 4.9355  0.098
74 H 0.4608 0.2915 4.6452  0.099
75 H -0.8344 1.7704 5.5032  0.080
76 C 0.5939 -5.4623 1.3755  -0.081
77 C 0.3239 -5.6742 2.8849  -0.320
78 O -0.9174 -6.3234 3.0486  -0.081
79 H -0.1790 -4.7653 1.0518  0.064
80 H 0.6572 -6.3486 0.7442  0.074
81 H 1.5596 -4.9644 1.2874  0.065
82 H 0.2418 -4.7139 3.3939  0.100
83 H 1.1556 -6.1665 3.3888  0.107
84 H -1.5512 -5.8392 2.5142  0.067
85 C 0.0460 -0.5539 -0.9462  -0.079
86 C 1.0465 0.3841 -1.6334  -0.318
87 O 0.7073 1.7602 -1.4547  -0.088
88 H 0.2675 -0.5763 0.1208  0.068
89 H 0.1869 -1.5312 -1.4077  0.069
90 H -1.0068 -0.2881 -1.0412  0.069
91 H 1.2664 0.1161 -2.6668  0.107
92 H 1.9879 0.2848 -1.0930  0.100
93 H 1.5191 2.1649 -1.7689  0.067
94 C 2.2991 3.7210 -6.2467  -0.094
95 C 3.6374 3.3953 -5.6385  -0.305
96 O 3.4900 3.4026 -4.2018  -0.108
97 H 1.7810 4.4912 -5.6753  0.075
98 H 1.6267 2.8794 -6.4127  0.076
99 H 2.4879 4.3305 -7.1304  0.071
100 H 4.3125 4.2495 -5.6915  0.110
101 H 4.0433 2.4669 -6.0404  0.109
102 H 4.3951 3.4167 -3.8819  0.071

no.,strongest force on any atom (eV/Å)
1,8.93
2,3.19